Density functional theory data (ωB97M-V with the def2-TZVPD basis set) for a 2-piece molecular cluster, CH2ClNOS overall.

Element x y z (Å)
C -3.08 0.09 -0.38
N 0.05 -0.81 0.82
O -3.41 -0.37 -1.42
S 0.91 -0.86 -0.35
Cl -4.10 0.12 1.02
H -2.09 0.51 -0.14
H 2.24 -0.33 0.03

The value obtained for the highest occupied orbital energy is -0.3534 hartree. The calculation puts the energy above the lowest of the compared OMol25 structures with the same formula, charge and spin at 66.4 kcal per mole. The lowest unoccupied orbital energy is -1.228 eV.

=====

Density functional theory data (ωB97M-V with the def2-TZVPD basis set) for one molecule with the formula CH2ClNOS.

Element x y z (Å)
O -0.93 1.27 -0.54
C -0.83 0.19 -0.06
Cl -2.23 -0.91 0.13
N 0.32 -0.45 0.39
S 1.79 0.44 0.35
H 0.45 -1.37 0.69
H 1.44 0.83 -0.96

The value obtained for the highest occupied orbital energy is -0.3518 hartree. Its SMILES is O=C(Cl)NS. The calculation puts the energy above the lowest of the compared OMol25 structures with the same formula, charge and spin at 0.0 kcal per mole. The lowest unoccupied orbital energy is 0.337 eV.

=====

Density functional theory data (ωB97M-V with the def2-TZVPD basis set) for one molecule with the formula CH2ClNOS2.

Element x y z (Å)
O 1.79 0.55 -2.60
C 1.72 0.42 -1.41
N 0.84 1.12 -0.59
Cl -0.12 2.31 -1.49
S 0.50 0.79 1.00
S -1.24 -0.31 0.78
H 2.34 -0.24 -0.84
H -2.24 0.58 0.24

The value obtained for the highest occupied orbital energy is -0.3601 hartree. Its SMILES is O=CN(Cl)SS. The calculation puts the energy above the lowest of the compared OMol25 structures with the same formula, charge and spin at 9.3 kcal per mole. The lowest unoccupied orbital energy is -0.267 eV.

=====

Density functional theory data (ωB97M-V with the def2-TZVPD basis set) for an isolated ion of composition CH2ClO3S and charge -1.

Element x y z (Å)
C -0.05 -0.26 -0.50
O 1.95 -0.73 1.40
O 0.20 -1.61 -0.61
O -0.80 0.13 0.52
S 1.90 -0.69 -0.05
Cl 4.18 0.29 -0.16
H -0.22 0.34 -1.38
H -0.52 -0.51 1.21

The net charge is -1. The value obtained for the highest occupied orbital energy is -0.1550 hartree. The calculation puts the energy above the lowest of the compared OMol25 structures with the same formula, charge and spin at 27.5 kcal per mole. The lowest unoccupied orbital energy is 3.811 eV.

=====

no.,strongest force on any atom (eV Å⁻¹)
1,2.137
2,2.812
3,2.089
4,3.682